[1]
The ion CH2O3PS2 with charge -1 at a distorted geometry. Source: the Open Molecules 2025 dataset; level of theory: ωB97M-V with the def2-TZVPD basis set.

Each line ends with the Mulliken charge.
Atoms and positions in Å:
O: -1.498 -0.454 1.017  -0.516
S: -0.170 -1.066 1.044  0.843
O: 0.658 -0.582 2.119  -0.536
O: -0.195 -2.476 0.724  -0.552
P: 0.765 -0.287 -1.231  -0.119
C: 0.415 1.371 -0.648  -0.229
S: -0.539 2.545 -1.347  -0.316
H: -0.512 -0.848 -1.714  0.067
H: 1.077 1.797 0.037  0.359

As for the SMILES: O=S(=O)([O-])PC=S. The orbital gap is 7.6 eV. The multiplicity is 1. Its HOMO energy is -4.71 eV. Its net charge is -1.


[2]
The molecule CH2O3S at a distorted geometry. Source: the Open Molecules 2025 dataset; level of theory: ωB97M-V with the def2-TZVPD basis set.

Each line ends with the Mulliken charge.
Atoms and positions in Å:
C: -0.805 0.321 -0.687  -0.054
O: 1.129 2.755 -0.207  -0.446
O: -1.139 1.690 -0.331  -0.312
O: 0.629 0.388 -0.863  -0.328
S: 0.301 2.051 -1.153  0.672
H: -1.230 0.238 -1.780  0.217
H: -0.932 -0.355 0.143  0.250

The orbital gap is 11.2 eV. The multiplicity is 1. Its HOMO energy is -10.86 eV.


[3]
A cluster of 2 separate species, CH2O3S2 in total at a distorted geometry. Source: the Open Molecules 2025 dataset; level of theory: ωB97M-V with the def2-TZVPD basis set.

Each line ends with the Mulliken charge.
Atoms and positions in Å:
C: 0.784 1.237 -0.169  0.196
O: 3.994 0.882 1.017  -0.402
O: 4.559 -0.758 -0.797  -0.380
O: 1.544 0.924 -1.003  -0.410
S: -0.985 1.148 -0.447  -0.188
S: 4.343 0.603 -0.362  0.766
H: 0.928 1.651 0.808  0.275
H: -1.451 1.861 0.623  0.142

The orbital gap is 9.7 eV. The multiplicity is 1. Its HOMO energy is -10.50 eV.


[4]
A structure of composition CH2O3S2 at a distorted geometry. Source: the Open Molecules 2025 dataset; level of theory: ωB97M-V with the def2-TZVPD basis set.

Each line ends with the Mulliken charge.
Atoms and positions in Å:
C: -0.411 -2.017 -0.062  0.640
O: -1.071 0.375 -1.402  -0.428
O: 0.189 -2.158 -1.133  -0.359
O: -0.737 -2.564 0.905  -0.418
S: 0.185 1.875 1.065  -0.374
S: -0.008 -0.236 -0.641  0.498
H: 0.288 3.098 0.569  0.218
H: 1.564 1.627 0.699  0.222

The orbital gap is 8.6 eV. The multiplicity is 1. Its HOMO energy is -9.40 eV.


[5]
The molecule CH2O4S at a distorted geometry. Source: the Open Molecules 2025 dataset; level of theory: ωB97M-V with the def2-TZVPD basis set.

Each line ends with the Mulliken charge.
Atoms and positions in Å:
C: 0.500 -1.096 -0.132  0.307
O: 0.913 -0.570 0.854  -0.542
O: -2.982 -0.403 0.474  -0.410
O: -0.705 -1.184 -0.591  -0.364
O: -0.877 1.068 0.281  -0.498
S: -1.979 0.080 -0.452  0.779
H: 1.194 -1.447 -0.920  0.360
H: -0.437 0.651 1.026  0.370

The orbital gap is 11.0 eV. The multiplicity is 1. Its HOMO energy is -11.09 eV.


[6]
A structure of composition CH2O4S at a distorted geometry. Source: the Open Molecules 2025 dataset; level of theory: ωB97M-V with the def2-TZVPD basis set.

Each line ends with the Mulliken charge.
Atoms and positions in Å:
C: 1.124 -0.702 -0.248  0.159
O: -1.581 1.316 -0.241  -0.430
O: 0.067 -0.454 -1.099  -0.251
O: -0.378 -0.260 1.199  -0.472
O: 1.905 0.152 0.074  -0.427
S: -1.124 -0.220 0.009  0.687
H: 1.383 -1.725 -0.166  0.397
H: -1.396 1.892 0.471  0.338

The orbital gap is 11.3 eV. The multiplicity is 1. Its HOMO energy is -10.74 eV.


[7]
The ion CH2O4S2 with charge -2 at a distorted geometry. Source: the Open Molecules 2025 dataset; level of theory: ωB97M-V with the def2-TZVPD basis set.

Each line ends with the Mulliken charge.
Atoms and positions in Å:
C: 0.784 -0.509 -0.214  -0.530
O: 1.525 -1.488 -2.547  -0.591
O: -0.436 -0.925 2.230  -0.621
O: 0.066 0.596 -2.563  -0.623
O: -1.191 -2.236 0.397  -0.619
S: 0.261 -0.801 -2.042  0.249
S: -0.565 -0.950 0.756  0.671
H: 0.935 0.812 -0.198  0.074
H: -1.662 0.000 0.397  -0.010

The orbital gap is 5.4 eV. The multiplicity is 1. Its HOMO energy is 0.96 eV. Its net charge is -2.


[8]
A cluster of 2 separate species, CH2O5PS in total at a distorted geometry. Source: the Open Molecules 2025 dataset; level of theory: ωB97M-V with the def2-TZVPD basis set.

Each line ends with the Mulliken charge.
Atoms and positions in Å:
C: 0.615 -0.879 -0.012  0.376
O: 1.998 0.864 1.488  -0.553
O: 1.319 -1.770 0.279  -0.251
O: 2.510 0.544 -0.920  -0.545
O: 0.537 1.818 -0.241  -0.502
O: -1.654 -1.550 0.239  -0.516
P: -2.644 -0.485 -0.076  -0.011
S: 1.544 0.889 0.084  1.094
H: -2.021 -0.188 -1.290  -0.052
H: -2.207 0.757 0.450  -0.039

The orbital gap (alpha / beta) is 6.4 / 5.5 eV. The multiplicity is 1. Its HOMO energy (alpha / beta) is -4.11 / -3.58 eV. Its net charge is -1.


[9]
The ion CH2OPS2 with charge -1 at a distorted geometry. Source: the Open Molecules 2025 dataset; level of theory: ωB97M-V with the def2-TZVPD basis set.

Each line ends with the Mulliken charge.
Atoms and positions in Å:
O: 0.792 -1.239 -0.106  -0.527
C: 1.432 -0.235 0.055  0.419
S: 2.976 0.113 0.405  -0.464
S: 0.100 1.295 -0.370  -0.348
P: -1.305 -0.216 -0.381  -0.032
H: -2.203 0.857 -0.531  -0.036
H: -1.792 -0.575 0.927  -0.012

As for the SMILES: [O-]C(=S)SP. The orbital gap is 7.6 eV. The multiplicity is 1. Its HOMO energy is -3.95 eV. Its net charge is -1.


[10]
The molecule CH2OS at a distorted geometry. Source: the Open Molecules 2025 dataset; level of theory: ωB97M-V with the def2-TZVPD basis set.

Each line ends with the Mulliken charge.
Atoms and positions in Å:
O: 1.308 -0.424 -0.104  -0.433
C: 0.362 0.343 -0.091  0.194
S: -1.322 -0.141 -0.101  -0.167
H: 0.408 1.550 0.098  0.229
H: -0.756 -1.327 0.198  0.176

As for the SMILES: O=CS. The orbital gap is 11.1 eV. The multiplicity is 1. Its HOMO energy is -10.36 eV.


[11]
The molecule CH2P2S2 at a distorted geometry. Source: the Open Molecules 2025 dataset; level of theory: ωB97M-V with the def2-TZVPD basis set.

Each line ends with the Mulliken spin population.
Atoms and positions in Å:
C: 0.431 -0.585 -0.094  0.229
P: 0.438 1.133 -0.670  0.290
P: -1.281 0.314 0.884  0.169
S: 1.703 2.071 0.524  0.798
S: -2.592 -0.515 -0.286  0.506
H: 1.224 -1.236 0.498  0.002
H: 0.078 -1.182 -0.856  0.006

The orbital gap (alpha / beta) is 7.9 / 5.3 eV. The multiplicity is 3. Its HOMO energy (alpha / beta) is -8.04 / -8.57 eV.


[12]
A cluster of 2 separate species, CH2S2 in total at a distorted geometry. Source: the Open Molecules 2025 dataset; level of theory: ωB97M-V with the def2-TZVPD basis set.

Each line ends with the Mulliken charge.
Atoms and positions in Å:
C: 1.286 -0.045 -0.036  0.016
S: 2.688 -0.612 -0.141  -0.064
S: -1.839 -0.230 0.027  -0.306
H: -1.515 0.961 -0.546  0.153
H: -0.620 -0.074 0.695  0.201

The orbital gap is 8.7 eV. The multiplicity is 1. Its HOMO energy is -9.14 eV.


[13]
The molecule CH2S3 at a distorted geometry. Source: the Open Molecules 2025 dataset; level of theory: ωB97M-V with the def2-TZVPD basis set.

Each line ends with the Mulliken charge.
Atoms and positions in Å:
S: -2.579 -0.744 0.416  -0.300
C: -0.564 -0.197 -0.058  0.097
S: -0.128 1.472 0.134  -0.074
S: 0.462 -1.567 -0.165  -0.002
H: 1.231 1.738 -0.172  0.150
H: 1.578 -0.702 -0.155  0.129

As for the SMILES: S=C(S)S. The orbital gap is 7.1 eV. The multiplicity is 1. Its HOMO energy is -8.37 eV.


[14]
A cluster of 13 separate species, CH30N3O12 in total at a distorted geometry. Source: the Open Molecules 2025 dataset; level of theory: ωB97M-V with the def2-TZVPD basis set.

Each line ends with the Mulliken spin population.
Atoms and positions in Å:
N: -1.527 -0.045 1.490  -0.227
C: -0.482 -0.392 0.713  1.969
N: 0.732 -0.525 1.261  -0.287
N: -0.606 -0.728 -0.577  0.061
H: -1.420 0.306 2.474  -0.030
H: -2.471 0.280 1.192  -0.034
H: 0.896 -0.284 2.223  -0.111
H: 1.199 -1.350 0.903  -0.117
H: 0.145 -0.856 -1.205  -0.160
H: -1.505 -0.536 -1.023  -0.162
H: -2.488 -2.330 -1.333  0.008
H: -3.987 -2.246 -1.106  0.047
O: -3.226 -1.703 -1.386  -0.151
H: 0.507 2.613 1.057  0.093
H: 1.713 3.723 1.042  0.006
O: 1.477 2.811 1.233  -0.151
H: 1.601 -3.309 2.755  -0.005
H: 2.647 -2.303 2.277  -0.031
O: 1.914 -2.839 1.929  0.049
H: -3.689 0.713 -0.811  0.020
H: -3.579 2.016 -1.783  -0.009
O: -3.397 1.617 -0.928  0.005
H: -1.136 4.164 1.353  -0.009
H: -1.841 3.136 0.399  0.049
O: -1.137 3.254 1.045  -0.069
H: 2.125 1.803 2.675  0.127
H: 1.675 1.188 4.162  0.007
O: 1.781 1.029 3.212  -0.076
H: -0.191 -4.740 -0.895  -0.046
H: -0.413 -3.231 -0.590  -0.005
O: -0.786 -4.121 -0.465  0.056
H: -2.144 -0.527 -3.396  0.006
H: -0.632 -0.315 -3.549  0.036
O: -1.465 0.151 -3.252  0.026
H: 0.887 -1.895 -4.001  0.038
H: 1.459 -0.759 -3.369  -0.032
O: 0.678 -1.392 -3.199  -0.101
H: 2.434 1.503 -0.333  0.027
H: 2.863 2.133 -1.644  -0.046
O: 3.208 1.543 -0.967  0.168
H: 3.033 -0.402 -2.316  0.027
H: 3.611 -1.549 -3.124  -0.075
O: 3.190 -0.688 -3.225  0.093
H: 0.130 1.392 3.381  0.031
H: -0.953 2.253 4.098  -0.043
O: -0.830 1.436 3.603  0.027

The orbital gap (alpha / beta) is 2.3 / 10.6 eV. The multiplicity is 2. Its HOMO energy (alpha / beta) is -2.12 / -10.49 eV.


[15]
A cluster of 17 separate species, CH32O19 in total at a distorted geometry. Source: the Open Molecules 2025 dataset; level of theory: ωB97M-V with the def2-TZVPD basis set.

Each line ends with the Mulliken charge.
Atoms and positions in Å:
C: 4.178 1.090 11.375  0.280
O: 3.077 0.574 12.096  -0.053
O: 4.005 1.277 10.117  1.514
O: 5.364 1.013 11.919  0.107
O: 5.399 -1.201 9.963  -0.722
H: 4.829 -1.509 9.297  0.431
H: 5.094 -0.314 10.205  -0.080
O: 7.137 -1.502 12.173  -0.853
H: 6.395 -1.480 12.759  0.477
H: 6.761 -1.497 11.262  0.332
O: 5.210 -0.820 13.808  -0.821
H: 5.001 -0.190 13.075  -0.026
H: 4.381 -1.261 13.873  0.421
O: 3.047 3.876 12.477  -0.852
H: 3.588 3.939 11.655  0.491
H: 2.284 3.365 12.202  0.355
O: -0.004 -0.610 12.218  -0.736
H: 0.778 -0.504 11.708  0.457
H: -0.394 0.219 12.133  0.324
O: 6.257 3.221 12.685  -0.750
H: 5.824 2.438 12.282  0.306
H: 5.789 3.459 13.476  0.330
O: 1.852 2.526 8.893  -0.716
H: 1.679 3.175 9.595  0.369
H: 2.431 2.041 9.456  -0.034
O: 7.178 1.437 10.261  -0.741
H: 6.999 2.042 9.508  0.294
H: 6.369 1.233 10.800  0.133
O: 4.283 3.862 10.168  -0.785
H: 5.193 3.907 10.291  0.312
H: 4.139 2.903 9.948  0.218
O: 4.073 2.206 14.234  -0.797
H: 3.675 3.039 13.929  0.459
H: 3.963 1.790 13.398  0.030
O: 1.724 0.000 14.366  -0.751
H: 2.287 0.269 13.644  0.314
H: 1.111 -0.541 13.870  0.482
O: 1.091 2.090 11.971  -0.796
H: 0.653 2.001 12.825  0.370
H: 1.858 1.533 12.054  0.315
O: 3.316 -2.008 11.849  -0.714
H: 3.508 -1.068 12.019  -0.142
H: 4.081 -2.378 11.369  0.363
O: 7.838 0.865 13.490  -0.795
H: 7.301 1.526 13.024  0.330
H: 7.528 0.024 13.138  0.449
O: 1.938 -0.385 9.840  -0.808
H: 2.538 -1.134 9.723  0.464
H: 2.583 0.276 10.106  -0.188
O: 4.848 0.633 7.688  -0.760
H: 4.583 0.854 8.600  -0.137
H: 5.793 0.523 7.867  0.333

The orbital gap is 9.1 eV. The multiplicity is 1. Its HOMO energy is -4.09 eV. Its net charge is -2.